{
  "formula": "C16H48Ag2N9O7",
  "method": "ωB97M-V/def2-TZVPD",
  "homo_lumo_gap_ev": [6.18, 2.06],
  "total_energy_ev": -53090.308,
  "total_charge": 2,
  "e_homo_ev": [-12.70, -12.70],
  "de_lowest_kj_mol": 336.8,
  "fmax_ev_per_a": 9.20,
  "multiplicity": 2,
  "s_squared": 0.75,
  "symbols": ["Ag", "Ag", "C", "O", "H", "H", "H", "C", "C", "C", "O", "C", "N", "H", "H", "H", "H", "H", "H", "H", "H", "H", "H", "H", "C", "C", "C", "O", "C", "N", "H", "H", "H", "H", "H", "H", "H", "H", "H", "H", "H", "C", "C", "C", "O", "C", "N", "H", "H", "H", "H", "H", "H", "H", "H", "H", "H", "H", "C", "O", "N", "N", "H", "H", "H", "H", "C", "O", "N", "N", "H", "H", "H", "H", "C", "O", "N", "N", "H", "H", "H", "H"],
  "positions_angstrom": [[2.974809, 1.500270, 2.503283], [-0.221341, 1.976800, 3.962103], [0.427649, 0.843050, 0.834283], [0.734539, 1.956630, 1.688183], [-0.618681, 0.954210, 0.549793], [0.865449, 0.698270, -0.153377], [0.640449, -0.144970, 1.242473], [-0.374911, -2.859520, 0.298473], [-0.927261, -4.259210, 0.052213], [0.061029, -5.363980, 0.463653], [0.492009, -5.406410, 1.895243], [1.900879, -5.606620, 2.128593], [-2.118351, -4.369760, 0.839043], [-1.002191, -2.018000, 0.004433], [0.484439, -2.654060, -0.339807], [-0.022031, -2.768030, 1.325703], [-1.076011, -4.524530, -0.994487], [0.911629, -5.164590, -0.188137], [-0.302281, -6.317280, 0.079843], [2.029199, -5.832340, 3.187213], [2.293649, -4.681260, 1.707253], [2.322429, -6.451240, 1.583593], [-2.414781, -5.333220, 0.775913], [-2.024571, -4.250030, 1.837523], [0.956379, 1.603750, -4.725367], [1.751499, 1.222710, -3.475807], [1.727939, -0.348730, -3.321867], [2.492989, -0.612760, -2.156607], [3.103459, -1.910460, -2.065167], [3.180169, 1.657710, -3.730937], [-0.027451, 1.180610, -4.522547], [1.334419, 1.172380, -5.652247], [0.890609, 2.680780, -4.879567], [1.357909, 1.650320, -2.553667], [2.088869, -0.878120, -4.203677], [0.710819, -0.724820, -3.211757], [3.866559, -2.104320, -2.818957], [2.426179, -2.762390, -2.125357], [3.589149, -2.037190, -1.097617], [3.379549, 1.807410, -4.709677], [3.771599, 0.893730, -3.436567], [-3.359151, -0.803270, 2.014133], [-3.067161, 0.171010, 3.090023], [-1.987771, -0.061320, 4.194043], [-1.790941, 0.952840, 5.226663], [-2.613771, 0.919250, 6.326843], [-2.708391, 1.474350, 2.632613], [-4.185071, -0.480300, 1.380383], [-3.776221, -1.689610, 2.492213], [-2.523891, -0.933770, 1.326093], [-3.979901, 0.407650, 3.636843], [-1.075801, -0.570160, 3.881823], [-2.364401, -0.997290, 4.606613], [-3.585051, 0.435910, 6.221483], [-2.582421, 1.885040, 6.831203], [-2.241741, 0.289580, 7.135063], [-3.548341, 1.749750, 2.144013], [-2.111321, 1.112400, 1.902823], [-2.777581, 0.334670, -3.279517], [-2.762551, -0.823480, -2.846127], [-2.987361, 0.566920, -4.501967], [-2.424281, 1.446650, -2.659627], [-2.840111, 1.515380, -4.816367], [-3.022091, -0.281070, -5.049517], [-2.941001, 2.300680, -2.813697], [-1.955111, 1.371340, -1.768387], [3.625579, 2.722130, -0.434417], [3.883759, 3.270150, 0.594783], [3.717819, 1.462650, -0.683877], [2.971589, 3.345550, -1.282717], [4.189559, 0.956830, 0.052133], [3.424329, 1.005950, -1.535567], [2.565609, 4.233410, -1.023887], [2.797019, 3.095540, -2.245587], [-0.056451, 5.049760, 0.043433], [-0.340581, 6.058180, -0.618767], [-0.806761, 4.044680, 0.202673], [1.071599, 4.950680, 0.643043], [-0.592391, 3.295170, 0.844843], [-1.754311, 4.079680, -0.145227], [1.760279, 5.689260, 0.624863], [1.118379, 4.032410, 1.060993]],
  "atomic_forces_ev_per_a": [[-0.566, 1.113, -1.039], [0.188, 0.470, -1.210], [-0.709, 0.382, 0.198], [1.177, -1.206, 0.502], [-0.536, -0.500, 0.205], [1.049, 1.169, -0.169], [-0.397, -0.182, 0.743], [1.166, 0.426, -0.771], [-0.686, 2.999, 0.730], [2.434, -1.535, 2.203], [-2.299, -0.328, -2.513], [-0.476, 0.292, -1.102], [1.657, -2.876, -0.189], [-0.661, -0.416, 0.268], [0.315, -0.419, 0.008], [-0.218, 0.052, 0.072], [-0.496, 0.218, -0.071], [0.335, 0.341, 0.099], [-0.393, -0.251, 0.681], [-0.003, 0.651, -0.096], [1.062, -0.031, 0.719], [-0.262, -0.101, -0.183], [-1.504, -0.383, -0.569], [-0.031, 1.317, 0.527], [-0.768, -0.158, 0.920], [1.643, -1.476, -2.492], [-0.420, 1.131, 0.075], [0.580, -1.354, 0.238], [0.060, -0.053, 0.058], [-0.961, -0.425, 1.075], [-0.416, 0.335, -0.507], [0.235, -0.219, 0.216], [-0.084, -0.016, 0.202], [-0.033, 0.175, -0.056], [0.588, 0.265, -0.149], [-0.357, 0.122, 0.347], [0.020, 0.397, -0.261], [-0.663, 0.198, -0.217], [0.004, 0.544, 0.101], [-0.306, 0.046, -0.116], [0.454, 0.075, -0.018], [-0.378, -0.817, 0.033], [-0.016, 2.147, 3.426], [-1.696, -3.162, 0.811], [0.740, -1.193, -3.246], [-0.595, -0.613, 2.913], [0.351, 0.394, -1.900], [-0.036, 0.477, 0.114], [0.513, -0.620, -0.318], [0.202, -0.510, 0.201], [-0.308, -0.830, 0.425], [0.926, 1.277, -0.576], [-0.398, -0.017, 1.286], [-0.379, 0.855, -0.844], [-0.703, 0.245, -0.620], [0.872, -0.459, -0.103], [0.018, 1.081, -0.399], [0.832, 1.358, -0.971], [0.937, -3.104, 2.577], [0.350, 0.244, 1.029], [-1.436, 0.396, -5.280], [0.977, 2.531, 3.369], [-0.041, -0.646, -0.834], [-0.393, 0.653, -0.668], [0.237, -0.088, -0.035], [-0.455, 0.016, -0.033], [-0.460, -0.752, 0.885], [1.824, 0.733, 5.564], [1.843, -4.829, 0.771], [-4.328, 5.402, -6.066], [0.239, -0.414, -0.678], [0.067, 0.023, 0.474], [0.403, -0.002, 0.097], [0.535, -0.479, 0.074], [0.053, 6.660, -3.140], [-0.512, -0.499, -0.119], [-5.129, -5.334, 0.265], [3.635, -1.138, 2.276], [0.146, 0.102, -0.012], [0.303, 0.240, 0.028], [-0.162, -0.415, 0.197], [1.700, 0.300, 0.569]]
}